(P)
Density functional theory data (ωB97M-V/def2-TZVPD) for one molecule with the formula C4H7NO.

As for the charge: 0. The molar mass comes out at 85.1 g mol⁻¹. As for the gap between HOMO and LUMO: 10.45 eV. Its structure (SMILES) is C[C@H]1CN1C=O.

Each line ends with the Mulliken charge.
Cartesian coordinates (Å):
C1 1.668 0.485 0.220  -1.236
C2 0.221 0.732 -0.129  0.236
C3 -0.498 -0.078 -1.193  -0.543
N1 -0.781 -0.226 0.178  0.002
C4 -1.588 -0.971 0.959  0.052
O1 -2.383 -1.778 0.522  -0.565
H1 1.854 0.726 1.273  0.295
H2 2.286 1.136 -0.408  0.320
H3 1.962 -0.555 0.044  0.334
H4 -0.088 1.776 -0.032  0.311
H5 -1.250 0.423 -1.803  0.237
H6 0.040 -0.902 -1.665  0.228
H7 -1.442 -0.768 2.033  0.329



(Q)
Density functional theory data (ωB97M-V/def2-TZVPD) for one molecule with the formula C4H7NO.

As for the charge: 0. The molar mass comes out at 85.1 g mol⁻¹. As for the gap between HOMO and LUMO: 10.56 eV. Its structure (SMILES) is CN1C[C@H]1C=O.

Each line ends with the Mulliken charge.
Cartesian coordinates (Å):
C1 -1.007 -1.063 -0.976  -0.818
N1 0.210 -0.581 -0.341  -0.294
C2 0.260 -0.538 1.095  -0.430
C3 0.108 0.720 0.306  0.192
C4 1.277 1.599 0.025  -0.264
O1 1.208 2.794 -0.128  -0.475
H1 -1.853 -1.176 -0.277  0.307
H2 -0.815 -2.036 -1.440  0.271
H3 -1.306 -0.365 -1.765  0.309
H4 -0.623 -0.855 1.656  0.271
H5 1.214 -0.795 1.551  0.229
H6 -0.859 1.221 0.337  0.393
H7 2.237 1.048 -0.062  0.311



Question: which arrangement is favored energetically? Ranking from most to least stable: (P), (Q).